# 1
Below is a cluster of 2 separate species, C20H15F2N2O4S in total, with properties calculated with wB97M-V/def2-TZVPD.

```
! RIJCOSX wB97M-V def2-TZVPD def2/J DEFGRID3
* xyz -1 1
C -4.500 1.135 -0.592
C -3.454 0.169 -1.110
O -2.408 0.274 -0.091
C -1.199 -0.357 -0.230
C -0.413 0.070 0.942
C 1.010 0.056 1.051
C 1.824 -0.716 0.177
C 3.215 -0.616 0.259
C 3.832 0.212 1.211
C 3.043 0.927 2.117
C 1.655 0.845 2.060
C -1.144 0.954 1.748
N -1.727 1.722 2.424
O -0.900 -1.099 -1.154
H -5.457 1.023 -1.116
H -4.675 0.980 0.479
H -4.149 2.172 -0.681
H -3.858 -0.852 -1.143
H -3.092 0.478 -2.101
H 1.328 -1.404 -0.516
H 3.832 -1.186 -0.435
H 4.918 0.290 1.266
H 3.498 1.559 2.880
H 1.041 1.384 2.793
F -1.570 -7.595 3.311
C -0.429 -6.977 2.846
F 0.535 -7.923 2.581
S -0.908 -6.073 1.349
N 0.618 -5.971 0.565
C 1.239 -7.039 -0.151
O 0.848 -8.184 -0.262
C 2.457 -6.407 -0.717
C 2.497 -5.063 -0.374
C 3.557 -4.255 -0.769
C 4.607 -4.857 -1.480
C 4.549 -6.213 -1.839
C 3.452 -7.002 -1.475
C 1.289 -4.733 0.438
O 0.907 -3.673 0.906
H -0.035 -6.260 3.580
H 3.544 -3.196 -0.515
H 5.481 -4.270 -1.755
H 5.374 -6.653 -2.395
H 3.349 -8.048 -1.751
*
```



# 2
Below is the molecule C7H15B, with properties calculated with wB97M-V/def2-TZVPD.

```
! RIJCOSX wB97M-V def2-TZVPD def2/J DEFGRID3
* xyz 0 1
C -1.971 0.550 1.299
B -1.395 -0.103 -0.027
C -2.229 -0.177 -1.304
C 0.394 -0.643 0.033
C 0.423 -2.137 0.160
C 1.363 0.261 0.095
C 2.866 0.155 -0.136
C 0.856 1.724 -0.046
H -2.932 1.056 1.292
H -1.360 1.075 1.976
H -2.332 -0.095 2.095
H -2.821 -1.157 -1.446
H -1.693 -0.164 -2.247
H -2.986 0.586 -1.368
H 1.049 -2.559 0.846
H 0.777 -2.569 -0.710
H -0.506 -2.430 0.498
H 2.996 0.497 -1.080
H 3.353 0.666 0.651
H 3.119 -0.828 -0.020
H 0.835 2.052 -1.202
H 1.379 2.377 0.477
H -0.150 1.875 0.208
*
```

Output
SMILES: CB(C)C(C)=C(C)C



Taking the records one at a time from the top gives energy values of -48425.2178, -8175.7103 eV.
Taking the records one at a time from the top gives max |F| values of 2.7, 6.0 eV Å⁻¹.